1.
18
Properties=species:S:1:pos:R:3:nbo_charge:R:1 method="wB97M-V/def2-TZVPD" de_lowest_kj_mol=36.5 gap_ev=10.7 total_charge=0 smiles="CCC(=O)NC.O" multiplicity=1
C -0.252 2.258 -1.170 -0.6049
C -0.478 1.466 0.115 -0.5035
C 0.483 0.275 0.229 0.6628
O 1.474 0.163 -0.458 -0.6172
N 0.197 -0.570 1.277 -0.6294
C 1.050 -1.719 1.472 -0.4246
H -0.818 3.188 -1.092 0.2084
H 0.784 2.512 -1.372 0.2260
H -0.546 1.682 -2.045 0.2137
H -1.501 1.084 0.054 0.2157
H -0.382 2.050 1.028 0.2265
H -0.655 -0.465 1.785 0.4002
H 0.768 -2.573 0.841 0.1917
H 1.005 -2.107 2.489 0.2044
H 2.072 -1.472 1.218 0.2293
O -1.469 -2.032 -1.441 -0.9262
H -0.777 -2.364 -1.986 0.4656
H -0.955 -1.376 -0.945 0.4615

2.
145
Properties=species:S:1:pos:R:3:lowdin_charge:R:1 method="wB97M-V/def2-TZVPD" gap_ev=5.0 total_charge=-1 multiplicity=1
C -7.491 -1.889 -1.270 -0.0640
C -6.961 -0.508 -0.970 -0.2006
O -5.554 -0.363 -1.307 -0.0041
C -4.737 -0.553 -0.250 -0.4633
O -4.810 -1.532 0.488 0.0756
C -3.711 0.528 0.017 -0.0936
C -2.394 -0.135 0.408 -0.1457
C -1.275 0.856 0.098 -0.1073
N 0.061 0.356 0.552 0.0314
C 1.112 1.454 0.546 -0.1724
C 0.753 2.582 1.522 -0.1018
C 1.835 2.689 2.598 -0.2548
O 1.400 1.959 3.732 -0.2079
Si 2.564 1.658 4.929 0.4395
C 4.236 1.120 4.246 -0.1546
C 2.774 3.033 6.150 -0.1553
C 1.882 0.186 5.889 -0.1528
C 1.607 1.841 -0.856 -0.2147
C 0.884 3.014 -1.556 -0.1414
C 1.799 4.213 -1.893 -0.1801
C 2.700 4.686 -0.772 -0.2748
N 3.416 5.890 -1.255 -0.0119
C 1.556 0.610 -1.799 -0.1383
C 1.747 -0.753 -1.056 -0.3407
C 1.605 -1.831 -2.182 -0.0597
C 2.514 -3.061 -2.164 -0.3570
C 3.802 -2.990 -2.976 -0.0467
F 2.798 -3.558 -0.896 -0.0151
C 3.123 -0.718 -0.434 -0.5619
Cl 4.356 -0.108 -1.545 0.7573
C 3.564 -1.034 0.783 -0.7225
C 2.683 -1.528 1.887 -0.0785
Cl 5.212 -0.896 1.242 0.7348
C 0.431 -0.847 -0.255 -0.1947
C 0.080 -2.223 0.367 -0.1708
C -0.484 -2.276 1.784 -0.1001
H -6.778 -2.658 -1.010 0.0706
H -8.401 -2.030 -0.694 0.0799
H -7.745 -1.975 -2.320 0.0731
H -7.072 -0.272 0.083 0.1216
H -7.501 0.246 -1.525 0.1203
H -3.594 1.148 -0.865 0.1207
H -4.113 1.133 0.823 0.1135
H -2.419 -0.299 1.478 0.1201
H -2.310 -1.070 -0.133 0.1163
H -1.560 1.774 0.603 0.0677
H -1.232 1.095 -0.957 0.1403
H -0.064 0.173 1.551 0.1586
H 1.957 1.001 1.046 0.1159
H -0.168 2.385 2.062 0.1058
H 0.655 3.553 1.060 0.0894
H 2.795 2.333 2.217 0.1041
H 1.986 3.735 2.864 0.1280
H 4.941 1.148 5.070 0.0411
H 4.179 0.107 3.867 -0.0162
H 4.634 1.792 3.490 0.0258
H 1.862 3.222 6.703 0.0457
H 3.201 3.941 5.736 0.0374
H 3.495 2.679 6.884 0.0323
H 0.972 0.516 6.379 0.0323
H 1.585 -0.564 5.156 0.0068
H 2.604 -0.211 6.589 0.0342
H 2.663 2.062 -0.754 0.1146
H 0.062 3.397 -0.960 0.0976
H 0.429 2.721 -2.497 0.1065
H 2.389 3.967 -2.773 0.1161
H 1.149 5.044 -2.132 0.0904
H 2.161 4.982 0.121 0.1128
H 3.462 3.939 -0.542 0.1008
H 4.031 6.226 -0.529 0.0601
H 3.958 5.637 -2.070 0.0574
H 0.567 0.614 -2.250 0.1162
H 2.247 0.719 -2.622 0.0941
H 0.587 -2.202 -2.215 0.1185
H 1.748 -1.356 -3.145 0.1212
H 1.942 -3.847 -2.654 0.1329
H 3.844 -2.122 -3.619 0.0649
H 4.605 -2.864 -2.255 0.0654
H 4.000 -3.925 -3.483 0.0751
H 1.774 -0.966 2.028 0.0578
H 3.229 -1.454 2.818 0.0570
H 2.500 -2.588 1.756 0.0954
H -0.277 -0.800 -1.067 0.1199
H -0.581 -2.782 -0.283 0.1025
H 0.997 -2.799 0.362 0.0808
H -1.565 -2.208 1.787 0.0551
H -0.260 -3.244 2.212 0.0314
H -0.116 -1.541 2.496 0.0738
C -6.013 -3.136 4.661 -0.0607
C -4.817 -2.243 4.952 -0.4888
C -4.924 -0.917 4.213 -0.0551
O -3.611 -2.910 4.581 -0.0817
H -6.067 -3.365 3.592 0.0783
H -5.921 -4.084 5.192 0.0772
H -6.947 -2.658 4.960 0.0789
H -4.748 -2.060 6.024 0.1388
H -4.947 -1.085 3.131 0.0604
H -4.058 -0.290 4.429 0.0808
H -5.826 -0.374 4.499 0.0828
H -3.651 -3.083 3.633 0.0432
C -2.202 -5.942 1.337 -1.5245
Cl -0.778 -5.936 0.287 0.5370
Cl -1.818 -5.253 2.909 0.5951
Cl -3.531 -5.054 0.587 0.5358
H -2.512 -6.968 1.479 0.0115
O -1.491 4.699 -3.320 0.0971
C -1.649 5.705 -2.677 -0.4990
O -1.005 5.930 -1.522 -0.0084
C -1.474 7.166 -0.916 -0.1248
C -2.061 7.962 -2.071 -0.1486
C -2.588 6.855 -2.983 -0.0716
H -2.213 6.924 -0.160 0.1193
H -0.637 7.667 -0.438 0.1299
H -2.815 8.677 -1.752 0.1179
H -1.270 8.513 -2.586 0.1163
H -3.604 6.555 -2.720 0.1322
H -2.537 7.120 -4.036 0.1208
C -2.802 4.175 2.507 -1.0077
Cl -1.427 5.199 2.745 0.5747
Cl -3.092 3.827 0.771 0.5283
H -2.648 3.237 3.035 0.0178
H -3.666 4.719 2.900 -0.0191
C 1.311 -6.674 -7.816 -0.0305
C 1.311 -5.461 -6.858 -0.4391
C 1.923 -4.138 -7.341 -0.3118
F 3.232 -4.245 -7.611 0.1056
F 1.792 -3.218 -6.356 0.0895
F 1.865 -5.822 -5.681 0.1287
F 0.000 -5.180 -6.609 0.1019
O 2.303 -7.691 -7.657 0.0411
C 3.548 -7.642 -8.254 -0.5401
C 4.681 -7.607 -7.220 -0.2911
F 4.582 -6.529 -6.424 0.1036
F 5.866 -7.543 -7.865 0.1015
F 3.638 -6.638 -9.141 0.1547
F 3.691 -8.789 -8.952 0.1443
H 0.384 -7.196 -7.584 0.1465
H 1.221 -6.364 -8.857 0.1448
H 1.406 -3.769 -8.231 0.1728
H 4.654 -8.505 -6.600 0.1752
N 3.786 4.903 9.170 -0.6492
O 4.451 5.264 8.172 -0.1026
O 3.544 5.707 10.088 -0.0870
O 3.369 3.724 9.239 -0.1067
F -3.738 6.457 3.451 -0.7914

3.
62
Properties=species:S:1:pos:R:3:nbo_charge:R:1 method="wB97M-V/def2-TZVPD" gap_ev=5.0 total_charge=0 multiplicity=1
C 2.840 3.319 2.225 -0.4193
N 2.188 2.362 1.356 -0.4603
C 2.852 1.691 0.368 0.6916
O 4.031 1.828 0.039 -0.6061
C 1.855 0.711 -0.256 -0.1185
C 2.242 -0.760 -0.097 -0.4363
C 2.381 -1.139 1.355 -0.0533
C 3.567 -0.825 2.027 -0.1763
C 3.705 -1.111 3.386 -0.2305
C 2.657 -1.715 4.080 -0.2232
C 1.486 -2.066 3.404 -0.1943
C 1.367 -1.825 2.030 -0.2244
N 0.622 1.024 0.444 -0.3372
C -0.526 0.367 0.220 0.2357
C -1.697 0.634 0.911 -0.3806
C -2.855 -0.073 0.627 0.0163
C -4.124 0.162 1.233 -0.0668
C -5.234 -0.626 0.834 -0.1427
C -6.480 -0.452 1.426 -0.2152
C -6.651 0.510 2.432 -0.1534
C -5.574 1.311 2.832 -0.2102
C -4.322 1.162 2.233 -0.1726
C 0.784 2.038 1.502 0.3672
C 0.510 1.529 2.946 -0.4584
C 0.033 2.754 3.725 -0.4193
C -0.303 3.874 2.709 -0.4199
C -0.066 3.328 1.304 -0.4419
H 3.890 3.430 1.927 0.2583
H 2.337 4.293 2.159 0.1998
H 2.801 2.983 3.271 0.2054
H 1.759 0.971 -1.325 0.2417
H 1.496 -1.383 -0.601 0.2446
H 3.208 -0.891 -0.600 0.2499
H 4.383 -0.357 1.468 0.2215
H 4.633 -0.847 3.893 0.2178
H 2.756 -1.920 5.150 0.2193
H 0.656 -2.529 3.936 0.2264
H 0.483 -2.162 1.477 0.2389
H -0.536 -0.406 -0.552 0.2696
H -1.693 1.398 1.694 0.2161
H -2.789 -0.853 -0.141 0.2592
H -5.067 -1.365 0.047 0.2424
H -7.314 -1.069 1.097 0.2328
H -7.626 0.636 2.903 0.2260
H -5.704 2.062 3.610 0.2226
H -3.489 1.807 2.521 0.2053
H -0.247 0.740 2.928 0.2365
H 1.430 1.081 3.348 0.2497
H -0.852 2.514 4.332 0.2205
H 0.816 3.082 4.422 0.2189
H -1.343 4.203 2.837 0.2198
H 0.333 4.752 2.887 0.2170
H 0.484 4.024 0.656 0.2322
H -1.008 3.081 0.808 0.2246
H -2.930 -2.718 0.881 0.2868
N -2.615 -3.669 0.705 -0.8738
C -1.899 -3.769 -0.396 0.5296
C -1.516 -5.358 -0.447 0.8860
F -0.555 -5.606 0.507 -0.3523
F -2.578 -6.176 -0.192 -0.3344
F -0.993 -5.726 -1.646 -0.3413
O -1.483 -3.004 -1.279 -0.7676

| no. | LUMO level (eV) |
| --- | --- |
| 1 | 0.76 |
| 2 | 0.85 |
| 3 | -2.29 |